1.
# C3H4S3

One molecule with the formula C3H4S3 in a non-equilibrium geometry (the ωB97M-V functional and the def2-TZVPD basis, OMol25).

Properties
ΔE to the lowest compared entry with this formula, charge and spin = 2.102 eV
HOMO energy (spin up / spin down) = -8.24 / -8.24 eV
lowest unoccupied orbital energy (spin up / spin down) = -1.05 / -1.05 eV
orbital gap (spin up / spin down) = 7.18 / 7.19 eV
E_tot = -35679.3740 eV

Geometry as ORCA input:
```
! RIJCOSX wB97M-V def2-TZVPD def2/J DEFGRID3
* xyz 0 1
C -1.142 -0.950 0.543
C -0.032 -0.661 -0.390
C 0.431 0.702 -0.115
S 0.378 -1.772 0.965
S 2.138 3.066 -0.426
S 1.229 1.567 -1.280
H -1.749 -0.139 1.030
H -1.755 -1.736 0.150
H 0.067 -0.979 -1.386
H 0.435 0.901 0.908
*
```

Partial charges, Mulliken, in e:
1 C -0.70
2 C -0.11
3 C -0.33
4 S -0.08
5 S -0.33
6 S 0.04
7 H 0.31
8 H 0.32
9 H 0.49
10 H 0.39

=====

2.
# C3H4S3

One molecule with the formula C3H4S3 in a non-equilibrium geometry (the ωB97M-V functional and the def2-TZVPD basis, OMol25).

Properties
ΔE to the lowest compared entry with this formula, charge and spin = 1.065 eV
HOMO energy = -8.00 eV
SMILES string = S[C@@H]1C=CSS1
lowest unoccupied orbital energy = 0.53 eV
orbital gap = 8.52 eV
E_tot = -35680.4112 eV

Geometry as ORCA input:
```
! RIJCOSX wB97M-V def2-TZVPD def2/J DEFGRID3
* xyz 0 1
C -0.716 -0.189 0.180
C -0.925 1.107 0.141
C 0.588 -0.841 0.312
S 0.482 2.171 0.464
S 1.709 0.578 0.956
S 1.126 -1.500 -1.241
H -1.551 -0.841 -0.036
H -1.849 1.597 -0.082
H 0.767 -1.618 1.180
H 0.367 -0.463 -1.875
*
```

Partial charges, Mulliken, in e:
1 C -0.76
2 C -0.11
3 C 0.03
4 S -0.09
5 S -0.07
6 S -0.19
7 H 0.33
8 H 0.36
9 H 0.30
10 H 0.19

=====

3.
# C3H4S3

One molecule with the formula C3H4S3 in a non-equilibrium geometry (the ωB97M-V functional and the def2-TZVPD basis, OMol25).

Properties
ΔE to the lowest compared entry with this formula, charge and spin = 1.540 eV
HOMO energy = -8.75 eV
SMILES string = CSC(=S)C=S
lowest unoccupied orbital energy = -1.18 eV
orbital gap = 7.57 eV
E_tot = -35679.9356 eV

Geometry as ORCA input:
```
! RIJCOSX wB97M-V def2-TZVPD def2/J DEFGRID3
* xyz 0 1
C 0.665 -0.576 2.327
C 0.403 -0.171 -0.427
C -0.434 0.753 -1.330
H -0.389 -0.822 2.374
H 1.359 -1.416 2.203
H 0.984 -0.036 3.213
H -0.140 0.997 -2.321
S 0.925 0.682 0.996
S 0.628 -1.757 -0.722
S -1.904 1.152 -0.829
*
```

Partial charges, Mulliken, in e:
1 C -0.84
2 C 0.23
3 C -0.35
4 H 0.30
5 H 0.32
6 H 0.32
7 H 0.34
8 S 0.03
9 S -0.22
10 S -0.13

=====

4.
# C3H4S3

C3H4S3 as an isolated structure in a non-equilibrium geometry (the ωB97M-V functional and the def2-TZVPD basis, OMol25).

Properties
ΔE to the lowest compared entry with this formula, charge and spin = 1.905 eV
HOMO energy = -8.73 eV
lowest unoccupied orbital energy = -0.31 eV
orbital gap = 8.42 eV
E_tot = -35679.5713 eV

Geometry as ORCA input:
```
! RIJCOSX wB97M-V def2-TZVPD def2/J DEFGRID3
* xyz 0 1
C 0.325 -0.371 2.126
C -0.645 -0.245 1.214
C 0.028 0.255 -1.455
S 0.636 -1.244 -1.264
S 0.070 1.502 -2.649
S -0.769 1.104 -0.015
H 0.419 -1.231 2.723
H 1.044 0.396 2.296
H -1.398 -0.870 0.905
H 0.291 0.704 -3.880
*
```

Partial charges, Mulliken, in e:
1 C -0.40
2 C -0.51
3 C 0.27
4 S -0.23
5 S -0.21
6 S -0.13
7 H 0.26
8 H 0.26
9 H 0.49
10 H 0.18

=====

5.
# C3H4Si

A 2-piece molecular cluster, C3H4Si overall in a non-equilibrium geometry (the ωB97M-V functional and the def2-TZVPD basis, OMol25).

Properties
ΔE to the lowest compared entry with this formula, charge and spin = 2.787 eV
HOMO energy (spin up / spin down) = -6.69 / -8.87 eV
<S²> = 2.0089
lowest unoccupied orbital energy (spin up / spin down) = -0.20 / -2.50 eV
orbital gap (spin up / spin down) = 6.49 / 6.37 eV
E_tot = -11043.4940 eV

Geometry as ORCA input:
```
! RIJCOSX wB97M-V def2-TZVPD def2/J DEFGRID3
* xyz 0 3
C 1.042 -0.664 -0.074
C -1.676 0.559 -0.103
C -2.558 -0.250 -0.278
Si 2.505 0.113 -0.122
H 0.689 -1.125 0.727
H -0.717 0.897 0.121
H -3.508 -0.682 -0.464
H 3.738 0.923 -0.749
*
```

Partial charges, Mulliken, in e:
1 C -0.59
2 C -0.38
3 C -0.27
4 Si 0.12
5 H 0.50
6 H 0.26
7 H 0.38
8 H -0.03

=====

6.
# C3H5Br2N

A 2-piece molecular cluster, C3H5Br2N overall in a non-equilibrium geometry (the ωB97M-V functional and the def2-TZVPD basis, OMol25).

Properties
ΔE to the lowest compared entry with this formula, charge and spin = 2.200 eV
HOMO energy (spin up / spin down) = -7.89 / -7.89 eV
lowest unoccupied orbital energy (spin up / spin down) = 0.74 / 0.74 eV
orbital gap (spin up / spin down) = 8.63 / 8.63 eV
E_tot = -144763.0153 eV

Geometry as ORCA input:
```
! RIJCOSX wB97M-V def2-TZVPD def2/J DEFGRID3
* xyz 0 1
C -0.259 1.407 0.645
C 0.558 -1.127 -0.600
C -0.509 -0.879 0.313
N 0.141 1.928 -0.426
Br 2.305 -1.020 0.065
Br -2.295 -1.087 -0.098
H -0.752 1.314 1.537
H 0.553 -0.303 -1.417
H 0.528 -2.106 -0.958
H -0.485 -1.080 1.423
H 0.216 2.953 -0.482
*
```

Partial charges, Mulliken, in e:
1 C -0.04
2 C -0.46
3 C -0.60
4 N -0.40
5 Br -0.12
6 Br -0.09
7 H 0.39
8 H 0.28
9 H 0.38
10 H 0.42
11 H 0.24

=====

> Number 4 is which compound?

C3H4S3